No. 1
Below is C29H26BrIN2O4STi as an isolated structure, with properties calculated with ωB97M-V with the def2-TZVPD basis set.

Computed properties:
Net charge: 0
Spin multiplicity: 3
ΔE to the lowest compared entry with this formula, charge and spin (kcal/mol): 11.10
E (eV): -153760.3213
Lowest unoccupied orbital energy (alpha / beta) (eV): 0.219 / 0.139

Last column: Löwdin charge in e.
Geometry (Å):
Ti  0.50981  0.07953  0.31431  1.0486
S  -2.61301  -3.30517  -0.11376  1.1378
C  -3.53138  -1.86140  0.18129  -0.4512
C  -4.91156  -1.70573  0.30639  -0.0858
C  -5.39540  -0.44255  0.57471  -0.0879
C  -4.53160  0.65219  0.71574  -0.0717
C  -3.16691  0.50250  0.58537  -0.0058
C  -2.67217  -0.77119  0.31405  -0.2689
N  -1.32466  -1.10265  0.16319  0.0059
C  -1.15992  -2.37551  -0.05461  -0.5122
C  0.20650  -2.90790  -0.18226  -0.2592
C  0.43590  -4.23495  -0.53830  -0.0588
C  1.74170  -4.68235  -0.62972  -0.0901
C  2.78100  -3.79027  -0.37292  -0.0862
C  2.51860  -2.46943  -0.03765  -0.0990
C  1.21526  -1.96933  0.08341  -0.1319
H  -5.58392  -2.54701  0.20446  0.1081
H  -6.46130  -0.28990  0.68199  0.1032
H  -4.94454  1.62891  0.93079  0.1041
H  -2.48940  1.33854  0.67906  0.1027
H  -0.38338  -4.91528  -0.74673  0.0940
H  1.95254  -5.70790  -0.90276  0.0989
H  3.80571  -4.13684  -0.44679  0.0989
H  3.35767  -1.80046  0.12881  0.0877
C  3.24902  0.29231  2.11217  -0.0468
O  2.66223  0.61863  0.84838  -0.2938
C  3.27562  1.70860  0.16917  -0.1519
C  2.56546  2.98398  0.55886  -0.1756
O  1.19098  2.71276  0.39051  -0.2544
C  0.36711  3.86081  0.41629  -0.0801
H  4.30542  0.06333  1.96204  0.1016
H  2.72906  -0.57963  2.49645  0.0874
H  3.12778  1.11605  2.81827  0.0994
H  3.15134  1.51024  -0.89377  0.1295
H  4.34114  1.74990  0.40700  0.1361
H  2.88544  3.80071  -0.09885  0.1377
H  2.76844  3.27477  1.59731  0.1352
H  0.54991  4.48937  -0.45997  0.0998
H  0.53740  4.44645  1.32633  0.0971
H  -0.66534  3.51988  0.39745  0.0876
Br  0.58424  3.01702  5.29677  0.7140
C  0.44571  1.33498  4.42971  -0.7086
C  0.52192  0.15955  5.18116  -0.1434
C  0.34608  -1.02690  4.44366  -0.0898
C  0.18754  -1.01030  3.08912  -0.1509
N  0.20062  0.16045  2.33740  -0.1056
C  0.26929  1.33073  3.07750  -0.2118
H  0.66517  0.17210  6.24969  0.0878
H  0.33280  -1.98647  4.94557  0.1044
H  0.06314  -1.92817  2.53245  0.0980
H  0.19238  2.25755  2.53001  0.0793
I  -2.02831  0.38954  -7.97122  0.8723
C  -1.33122  0.52474  -6.02039  -0.7468
C  -1.98879  1.34948  -5.11576  -0.1444
C  -1.52337  1.42395  -3.81251  -0.0078
C  -0.40711  0.69263  -3.42295  -0.1249
C  0.24519  -0.12510  -4.33304  -0.0038
C  -0.22018  -0.21401  -5.63698  -0.1433
C  0.05562  0.77551  -2.00681  -0.5670
O  -0.66920  1.29660  -1.11264  -0.0663
O  1.15989  0.23870  -1.69458  -0.0607
H  -2.85374  1.92197  -5.42080  0.0923
H  -2.02983  2.04086  -3.08228  0.1210
H  1.10881  -0.69433  -4.01683  0.1237
H  0.27679  -0.85511  -6.35201  0.0924

***

No. 2
Below is a 4-piece molecular cluster, C29H26Cl3F5NO3P overall in a non-equilibrium geometry, with properties calculated with ωB97M-V with the def2-TZVPD basis set.

Computed properties:
Net charge: 0
Structure (SMILES): C[C@@H](Cl)[C@@H](Cl)C1=C(P(O)Cl)C(=O)C(C(F)(F)C(F)(F)F)=C(N)C1=O.c1ccccc1.c1ccccc1.c1ccccc1
E (eV): -98561.4782
Lowest unoccupied orbital energy (eV): -2.649

Last column: Löwdin charge in e.
Geometry (Å):
C  -1.13465  0.46645  -1.87720  -0.1682
C  -0.32094  1.73006  -1.22121  -0.6430
Cl  1.50866  1.26545  -1.29779  0.5515
C  -0.55909  3.17037  -2.01531  -0.5640
Cl  -0.00668  2.83215  -3.79174  0.5343
C  -2.11043  3.72065  -1.92538  -0.0684
C  -2.55809  4.98648  -2.63415  -0.2213
P  -1.36258  6.11037  -3.65750  0.6230
O  -1.56972  5.63660  -5.35710  -0.4047
Cl  -1.85213  8.17332  -3.45472  0.1587
C  -4.15600  5.44493  -2.53481  -0.1833
O  -4.58066  6.70506  -2.41260  -0.0213
C  -5.23970  4.16925  -2.54542  0.0249
C  -6.61874  4.41027  -3.36673  -0.1419
F  -7.37282  5.50598  -2.65051  0.0057
F  -7.51469  3.25861  -3.54767  0.0280
C  -6.17250  4.88484  -4.90785  -0.1275
F  -7.21499  4.43971  -5.89762  0.0180
F  -6.00056  6.34906  -5.04260  0.0502
F  -4.91343  4.16954  -5.33533  0.0203
C  -4.80808  2.96872  -1.78825  -0.0878
N  -5.72063  1.77275  -1.68293  0.0668
C  -3.32389  2.95790  -1.06452  -0.1196
O  -3.16009  2.40541  0.13981  -0.0036
H  -1.99883  0.04188  -1.17373  0.0898
H  -0.41178  -0.46642  -2.05317  0.0873
H  -1.64195  0.68274  -2.91082  0.0737
H  -0.55114  1.85443  -0.06058  0.1216
H  0.16056  3.94766  -1.48887  0.1337
H  -0.86058  6.11325  -5.89700  0.0698
H  -6.55075  2.10760  -1.11819  0.1150
H  -5.25408  1.05096  -1.06023  0.1004
C  4.22339  -1.21592  0.43076  -0.0837
C  5.02878  -2.02602  1.23066  -0.1100
C  4.49255  -2.64812  2.35771  -0.1103
C  3.14703  -2.46779  2.67956  -0.0928
C  2.34075  -1.66066  1.87748  -0.0914
C  2.87932  -1.03109  0.75564  -0.1054
H  4.64251  -0.72851  -0.44561  0.1023
H  6.07553  -2.17201  0.97591  0.1004
H  5.12200  -3.27389  2.98454  0.1015
H  2.72776  -2.95644  3.55508  0.0985
H  1.29181  -1.52154  2.12753  0.0820
H  2.25224  -0.39795  0.13413  -0.0088
C  6.58103  -5.51750  1.07620  -0.0964
C  5.30055  -5.54363  0.52441  -0.0903
C  4.80619  -6.72053  -0.03711  -0.0913
C  5.58944  -7.87510  -0.03794  -0.0986
C  6.86850  -7.84990  0.51726  -0.1001
C  7.36641  -6.67049  1.07044  -0.0970
H  6.96727  -4.59919  1.51067  0.0907
H  4.68767  -4.64574  0.53127  0.0835
H  3.81100  -6.73879  -0.47299  0.1004
H  5.20247  -8.79366  -0.47110  0.0990
H  7.47813  -8.75018  0.51799  0.0992
H  8.36502  -6.64978  1.49792  0.0991
C  -0.57661  -0.24189  3.93725  -0.0992
C  0.22878  -1.05200  4.73715  -0.0969
C  -0.30745  -1.67410  5.86420  -0.0897
C  -1.65297  -1.49376  6.18605  -0.0957
C  -2.45925  -0.68663  5.38398  -0.0971
C  -1.92068  -0.05707  4.26213  -0.0945
H  -0.15749  0.24552  3.06089  0.0935
H  1.27553  -1.19798  4.48241  0.0816
H  0.32200  -2.29986  6.49104  0.1011
H  -2.07224  -1.98242  7.06158  0.1003
H  -3.50819  -0.54751  5.63403  0.1000
H  -2.54776  0.57608  3.64062  0.0977

***

No. 3
Below is C29H26FeNOP2S3 as an isolated structure, with properties calculated with ωB97M-V with the def2-TZVPD basis set.

Computed properties:
Net charge: 0
Spin multiplicity: 2
E (eV): -119503.5435
Lowest unoccupied orbital energy (alpha / beta) (eV): 0.185 / 0.492

Last column: Löwdin charge in e.
Geometry (Å):
Fe  -0.14352  0.28429  -2.67479  0.1852
S  -2.51712  -0.13459  -2.16087  0.4339
P  -1.68100  0.21445  -0.37038  0.4694
C  -0.11693  0.67065  -0.81393  -0.6195
P  1.50600  0.43161  -0.46805  0.4972
S  2.24054  0.38444  -2.35218  0.4438
C  2.27094  1.71601  0.55199  -0.3440
C  1.61845  2.13754  1.70949  -0.0945
C  2.17938  3.11783  2.50849  -0.0754
C  3.39834  3.68714  2.15143  -0.0820
C  4.04455  3.27789  0.99634  -0.0757
C  3.48043  2.29349  0.19294  -0.0880
C  1.86824  -1.11364  0.40780  -0.3167
C  2.67184  -1.17193  1.54112  -0.0701
C  2.88778  -2.38706  2.18066  -0.0790
C  2.30260  -3.54351  1.69228  -0.0825
C  1.50313  -3.49182  0.55533  -0.0773
C  1.28881  -2.28411  -0.08227  -0.0953
C  -2.52413  1.50061  0.58461  -0.3330
C  -3.77598  1.25478  1.14811  -0.0818
C  -4.42222  2.24574  1.86499  -0.0795
C  -3.81885  3.48962  2.02528  -0.0849
C  -2.57677  3.73836  1.46473  -0.0770
C  -1.92799  2.74471  0.74091  -0.0828
C  -1.75741  -1.23089  0.72066  -0.3399
C  -1.23689  -1.11826  2.01124  -0.0828
C  -1.16080  -2.22544  2.83747  -0.0749
C  -1.62145  -3.45700  2.38448  -0.0862
C  -2.15336  -3.57319  1.11045  -0.0823
C  -2.21514  -2.46373  0.27624  -0.0985
H  0.65839  1.70841  1.97725  0.0948
H  1.66697  3.44592  3.40359  0.1048
H  3.83771  4.45751  2.77200  0.1028
H  4.98656  3.72937  0.71323  0.1046
H  3.96915  1.98166  -0.72213  0.0804
H  3.12825  -0.27197  1.93294  0.1016
H  3.51377  -2.42643  3.06294  0.1031
H  2.46695  -4.48842  2.19461  0.1033
H  1.04025  -4.39293  0.17399  0.1075
H  0.65965  -2.24104  -0.96565  0.0973
H  -4.24269  0.28370  1.02464  0.1121
H  -5.39413  2.05385  2.30066  0.1032
H  -4.32355  4.26534  2.58701  0.1019
H  -2.11098  4.70807  1.58573  0.1037
H  -0.96112  2.92763  0.28597  0.0936
H  -0.88853  -0.15675  2.37379  0.1043
H  -0.74350  -2.13131  3.83159  0.1067
H  -1.56670  -4.32469  3.02977  0.1038
H  -2.52022  -4.53062  0.76260  0.1038
H  -2.61671  -2.54261  -0.72672  0.0726
C  0.13290  2.84296  -3.77789  -0.2317
O  -0.51402  1.60281  -3.80034  -0.3933
H  -0.15179  3.43248  -2.89715  0.0717
H  -0.16730  3.40937  -4.66570  0.0729
H  1.22527  2.75084  -3.78166  0.0431
S  1.00109  -3.44559  -5.22844  1.0438
C  -0.64558  -3.55379  -4.79569  -0.3877
C  -1.00140  -2.47276  -4.06063  -0.2399
N  0.01411  -1.57054  -3.83841  -0.0810
C  1.12153  -1.97095  -4.40309  -0.4870
H  -1.25810  -4.38581  -5.09846  0.0689
H  -1.97547  -2.26617  -3.64740  0.0532
H  2.04782  -1.42155  -4.33752  0.0349

***

No. 4
Below is C29H26GeIN2Rh as an isolated structure in a non-equilibrium geometry, with properties calculated with ωB97M-V with the def2-TZVPD basis set.

Computed properties:
Net charge: 0
E (eV): -101095.9544
Lowest unoccupied orbital energy (alpha / beta) (eV): -0.646 / -0.646

Last column: Löwdin charge in e.
Geometry (Å):
Rh  0.16142  -0.03140  -0.15511  0.3516
I  -0.71068  0.58104  -2.43889  1.2199
C  -0.50631  -1.37524  -3.19616  -0.5796
C  -0.81335  -1.63295  -4.49819  -0.1588
C  -0.65012  -2.94183  -4.99131  -0.0884
C  -0.19065  -3.92336  -4.16393  -0.0411
C  0.12901  -3.65712  -2.80940  -0.1769
C  0.59670  -4.69079  -1.96632  -0.0582
C  0.89168  -4.40969  -0.66665  -0.0985
C  0.74636  -3.09956  -0.16313  -0.1581
C  0.30507  -2.02494  -0.90884  -0.2211
C  -0.01865  -2.34229  -2.28008  -0.2575
H  -1.17440  -0.84874  -5.15094  0.0919
H  -0.88688  -3.15551  -6.02542  0.1023
H  -0.06000  -4.93332  -4.53443  0.1101
H  0.71227  -5.69036  -2.36738  0.1067
H  1.25055  -5.19334  -0.00921  0.0983
H  1.02111  -2.98288  0.88270  0.0597
N  0.33346  0.14546  3.02148  -0.0134
N  0.36291  -0.77448  1.92402  -0.1318
H  -0.06884  -0.30344  3.83687  0.0766
H  -0.26139  0.91725  2.74974  0.0468
H  -0.39935  -1.44508  1.96406  0.0883
H  1.23568  -1.28585  1.99407  0.0723
C  -0.21356  1.74716  0.42393  -0.3532
Ge  1.28679  3.02214  0.37185  0.9243
C  0.84583  4.83079  1.01949  -0.2725
C  -0.46629  5.28648  0.90058  -0.1269
C  -0.81785  6.57679  1.27386  -0.0901
C  0.14577  7.43535  1.78224  -0.0926
C  1.45757  6.99902  1.90604  -0.0870
C  1.80243  5.70974  1.52533  -0.1131
C  2.75271  2.16963  1.33992  -0.2827
C  3.33462  2.68485  2.49390  -0.1060
C  4.31328  1.97215  3.17568  -0.0880
C  4.72311  0.73184  2.71137  -0.0914
C  4.14760  0.20177  1.56371  -0.0868
C  3.16830  0.91525  0.88932  -0.1534
C  1.76065  3.23732  -1.52055  -0.3046
C  0.87075  3.91280  -2.35507  -0.1541
C  1.14071  4.07124  -3.70693  -0.0982
C  2.31173  3.55382  -4.24208  -0.0911
C  3.21059  2.88998  -3.41915  -0.0812
C  2.93715  2.73559  -2.06658  -0.1022
H  -1.21604  2.14795  0.62162  -0.0279
H  -1.23712  4.62367  0.51929  0.0870
H  -1.84298  6.90967  1.17039  0.1011
H  -0.12291  8.44161  2.07698  0.1007
H  2.21696  7.66630  2.29407  0.1021
H  2.83953  5.40408  1.59834  0.0927
H  3.01259  3.63845  2.89367  0.0842
H  4.74967  2.38640  4.07593  0.1007
H  5.48553  0.17747  3.24397  0.1001
H  4.45854  -0.76818  1.19405  0.1039
H  2.68690  0.47271  0.01807  0.0725
H  -0.04495  4.33275  -1.94920  0.0957
H  0.43922  4.59901  -4.34101  0.1023
H  2.52581  3.67147  -5.29668  0.1009
H  4.12872  2.48950  -3.83036  0.1027
H  3.65006  2.21520  -1.43798  0.0914